Entry 1:
The following is a DFT calculation (ωB97M-V/def2-TZVPD) of an isolated molecule of C3H7N3O4 in a non-equilibrium geometry.

Calculated values
LUMO energy = 0.0134 eV
SMILES = N[C@H](CN(O)N=O)C(=O)O
Energy relative to the best compared isomer or geometry (same formula, charge and spin) = 4.1754 eV
HOMO level = -9.497 eV
Calculated total energy = -15880.1330 eV

Each line ends with the natural charge from an NBO analysis.
Element x y z (Å)
N: -2.179 -0.894 0.113  -0.868
H: 0.287 1.700 -0.985  0.503
C: -0.942 1.139 0.387  0.780
H: 2.583 0.348 -1.702  0.506
H: -2.408 -0.547 1.031  0.400
C: 0.406 -1.040 -0.028  -0.285
H: -1.207 0.087 -1.321  0.209
C: -0.984 -0.244 -0.320  -0.168
O: -0.077 1.990 -0.143  -0.666
O: 1.725 0.767 -1.275  -0.572
N: 1.517 -0.060 -0.115  0.004
H: -2.393 -1.897 -0.098  0.387
H: 0.652 -1.801 -0.770  0.224
O: -1.693 1.486 1.276  -0.567
N: 2.266 0.417 0.880  0.235
H: 0.367 -1.359 1.059  0.277
O: 2.080 -0.092 2.010  -0.400

Atoms 1-6, force components in eV/Å:
-0.50 -1.22 0.11
0.15 -0.11 -0.06
-1.24 0.15 0.62
-2.52 1.32 1.06
-0.41 -0.49 0.26
-0.84 2.18 -0.06

***

Entry 2:
The following is a DFT calculation (ωB97M-V/def2-TZVPD) of an isolated molecule of C3H7N3OS in a non-equilibrium geometry.

Calculated values
LUMO energy = 0.6649 eV
SMILES = C=NS/C(=N/N)OC
Energy relative to the best compared isomer or geometry (same formula, charge and spin) = 3.3026 eV
HOMO level = -8.886 eV
Calculated total energy = -20574.8812 eV

Each line ends with the natural charge from an NBO analysis.
Element x y z (Å)
C: -0.490 -0.222 2.200  -0.255
H: 0.067 1.975 -0.402  0.178
N: 1.486 -0.631 -0.767  -0.258
H: 2.703 -0.836 0.824  0.356
H: -1.330 0.409 1.889  0.188
N: 2.704 -0.431 -0.121  -0.637
H: 3.401 -0.885 -0.689  0.362
O: 0.624 -0.075 1.275  -0.546
C: 0.439 -0.473 -0.058  0.233
H: -1.533 2.976 -0.548  0.183
N: -1.746 1.007 -0.938  -0.532
H: -0.819 -1.260 2.265  0.186
H: -0.160 0.115 3.180  0.199
C: -1.014 1.989 -0.565  -0.099
S: -1.127 -0.579 -0.837  0.440

Atoms 1-6, force components in eV/Å:
0.08 0.20 -0.65
-0.19 -0.27 0.38
0.00 0.24 0.22
0.00 0.44 -0.36
0.10 -0.15 -0.02
-0.46 -0.67 0.19

***

Entry 3:
The following is a DFT calculation (ωB97M-V/def2-TZVPD) of an isolated molecule of C3H7N3OS in a non-equilibrium geometry.

Calculated values
LUMO energy = 0.7416 eV
SMILES = [H]/N=C/N(C)C(=O)NS
Energy relative to the best compared isomer or geometry (same formula, charge and spin) = 0.6815 eV
HOMO level = -8.406 eV
Calculated total energy = -20577.5023 eV

Each line ends with the natural charge from an NBO analysis.
Element x y z (Å)
H: -1.718 -2.133 -1.549  0.364
H: -1.706 0.539 -0.829  0.456
S: -1.807 2.878 -0.261  0.157
H: -0.758 3.331 0.451  0.165
O: 0.681 1.729 0.857  -0.657
C: -0.024 0.948 0.241  0.769
C: -0.287 -1.403 -0.550  0.310
H: 0.234 -2.358 -0.490  0.166
H: 1.592 -0.511 1.808  0.217
N: -1.408 -1.244 -1.157  -0.742
C: 1.660 -0.714 0.758  -0.388
N: -1.193 1.272 -0.346  -0.770
H: 1.886 -1.804 0.592  0.196
H: 2.467 -0.133 0.363  0.216
N: 0.381 -0.396 0.112  -0.458

Atoms 1-6, force components in eV/Å:
0.06 0.29 0.06
-0.14 -0.05 -0.12
0.05 -0.14 -0.01
-0.06 -0.10 -0.06
0.03 0.00 0.02
-0.17 0.11 -0.07

***

Entry 4:
The following is a DFT calculation (ωB97M-V/def2-TZVPD) of a structure of composition C3H7N3S in a non-equilibrium geometry.

Calculated values
LUMO energy = 0.1988 eV
Energy relative to the best compared isomer or geometry (same formula, charge and spin) = 8.4017 eV
HOMO level = -9.334 eV
Calculated total energy = -18522.0688 eV

Each line ends with the natural charge from an NBO analysis.
Element x y z (Å)
S: 1.401 -0.922 0.068  0.283
H: -0.901 -1.598 -0.182  0.422
C: 2.772 0.418 0.169  -0.818
H: -2.011 1.480 0.976  0.259
H: 3.902 0.016 -0.666  0.290
H: 1.096 1.996 -0.008  0.338
N: -3.497 -0.055 0.088  -0.588
C: 0.187 0.177 -0.100  0.196
N: 0.196 1.526 -0.308  -0.730
H: -3.415 -1.313 -0.572  0.278
C: -2.213 0.303 0.240  0.234
H: 2.645 0.790 1.314  0.261
N: -1.029 -0.533 -0.240  -0.671
H: 2.092 1.431 -0.579  0.245

Atoms 1-6, force components in eV/Å:
4.42 0.15 0.57
-1.17 2.30 0.20
-0.79 1.05 -2.86
-0.21 -4.18 -2.83
-3.51 1.36 3.58
-1.94 -0.76 -0.14

***

Entry 5:
The following is a DFT calculation (ωB97M-V/def2-TZVPD) of an isolated molecule of C3H7N3S in a non-equilibrium geometry.

Calculated values
LUMO energy = 0.5812 eV
SMILES = C=N/N=C\CSN
Energy relative to the best compared isomer or geometry (same formula, charge and spin) = 3.8689 eV
HOMO level = -8.741 eV
Calculated total energy = -18526.6016 eV

Each line ends with the natural charge from an NBO analysis.
Element x y z (Å)
C: 0.177 -0.026 3.095  -0.100
H: -0.842 -0.518 3.265  0.129
S: -1.417 0.080 -1.987  0.335
N: 0.848 -0.853 1.034  -0.218
N: 0.141 0.028 -2.867  -0.992
C: 0.363 -0.610 -0.083  0.057
C: -0.523 0.571 -0.385  -0.571
N: 0.863 -0.080 2.086  -0.217
H: 0.148 1.473 -0.426  0.241
H: 0.634 -1.285 -0.858  0.202
H: 0.371 0.620 3.823  0.164
H: -1.331 0.642 0.300  0.225
H: 0.099 -0.804 -3.556  0.374
H: 0.470 0.763 -3.440  0.371

Atoms 1-6, force components in eV/Å:
-4.86 -2.93 -0.39
1.29 -0.10 -0.53
2.70 1.61 0.02
0.81 -1.64 1.56
-1.16 -3.79 -0.91
-0.98 0.96 -0.33

***

Entry 6:
The following is a DFT calculation (ωB97M-V/def2-TZVPD) of an isolated molecule of C3H7N3S2 in a non-equilibrium geometry.

Calculated values
LUMO energy = -0.0031 eV
SMILES = C=NNC(=S)N(C)S
Energy relative to the best compared isomer or geometry (same formula, charge and spin) = 4.4612 eV
HOMO level = -8.332 eV
Calculated total energy = -29361.1659 eV

Each line ends with the natural charge from an NBO analysis.
Element x y z (Å)
C: 0.968 1.519 -2.420  -0.173
H: 0.038 -1.321 2.872  0.236
H: 0.209 -1.334 -1.555  0.183
H: -1.566 -1.776 2.276  0.200
H: -0.005 2.060 -0.356  0.381
N: 0.158 1.149 -0.512  -0.416
H: 0.232 2.397 -2.536  0.169
S: -0.897 -1.537 -0.578  0.102
S: -0.496 1.457 2.125  -0.198
N: 0.816 0.638 -1.457  -0.201
C: -0.442 -1.715 2.006  -0.396
H: 1.636 1.264 -3.165  0.187
H: -0.420 -2.663 1.709  0.218
N: -0.165 -0.738 0.817  -0.544
C: -0.067 0.601 0.774  0.252

Atoms 1-6, force components in eV/Å:
-2.25 -0.69 1.21
0.73 -0.33 0.51
-2.01 -0.57 1.82
1.22 1.24 -0.39
-0.39 4.51 -0.59
-2.98 -2.71 6.62

***

Entry 7:
The following is a DFT calculation (ωB97M-V/def2-TZVPD) of the ion C3H7N4 with charge +1 in a non-equilibrium geometry.

Calculated values
Charge = +1
LUMO energy = -3.8654 eV
SMILES = [NH2+]=C1CNN=CN1
Energy relative to the best compared isomer or geometry (same formula, charge and spin) = 2.0660 eV
HOMO level = -12.942 eV
Calculated total energy = -9176.4504 eV

Each line ends with the natural charge from an NBO analysis.
Element x y z (Å)
H: 2.338 -0.889 -0.326  0.416
C: -1.698 -1.303 0.018  0.120
H: 0.119 -2.252 0.301  0.427
N: -2.316 -0.233 -0.085  -0.155
H: -0.063 1.794 -0.597  0.235
N: -1.760 0.948 -0.022  -0.401
C: 0.506 -0.291 0.041  0.580
H: -0.047 1.605 1.017  0.225
C: -0.359 1.040 0.070  -0.302
H: -2.446 1.628 -0.208  0.429
N: 1.775 -0.122 -0.259  -0.695
N: -0.221 -1.346 0.175  -0.543
H: 2.205 0.786 -0.336  0.442
H: -1.920 -2.366 -0.066  0.222

Atoms 1-6, force components in eV/Å:
2.00 -2.28 -0.24
2.16 -1.18 0.36
1.08 -1.57 0.03
-1.84 -1.42 -0.17
1.10 0.43 -1.79
-0.21 -2.22 0.35

***

Entry 8:
The following is a DFT calculation (ωB97M-V/def2-TZVPD) of a cluster of 2 separate species, C3H7N4O in total in a non-equilibrium geometry.

Calculated values
Charge = +1
LUMO energy = -4.4967 eV
Energy relative to the best compared isomer or geometry (same formula, charge and spin) = 1.0303 eV
HOMO level = -15.006 eV
Calculated total energy = -11224.9477 eV

Each line ends with the natural charge from an NBO analysis.
Element x y z (Å)
H: 1.572 -1.922 -2.593  0.392
C: -0.416 3.217 0.155  0.867
N: 0.127 -0.773 0.082  -0.570
H: -0.908 0.461 -1.232  0.270
N: -1.513 0.782 0.825  -0.719
H: 1.856 -1.864 -0.077  0.197
C: -0.762 0.186 -0.197  0.443
N: 0.837 -1.505 -1.991  -0.582
N: 0.224 2.598 -0.627  -0.812
C: 1.080 -1.461 -0.747  0.263
O: -1.026 3.650 1.010  -0.463
H: -1.346 0.613 1.824  0.431
H: -2.174 1.419 0.622  0.417
H: 0.352 -1.156 1.037  0.431
H: 0.376 3.023 -1.533  0.435

Atoms 1-6, force components in eV/Å:
-0.56 0.06 0.77
-0.33 0.73 0.91
0.23 -0.23 1.77
-0.11 -0.04 0.12
4.48 -4.52 -1.30
0.07 -0.04 -0.83

***

Entry 9:
The following is a DFT calculation (ωB97M-V/def2-TZVPD) of a cluster of 2 separate species, C3H7N4O in total in a non-equilibrium geometry.

Calculated values
Charge = +1
LUMO energy = -4.0627 eV
Energy relative to the best compared isomer or geometry (same formula, charge and spin) = 0.9660 eV
HOMO level = -14.650 eV
Calculated total energy = -11225.0119 eV

Each line ends with the natural charge from an NBO analysis.
Element x y z (Å)
C: -0.534 -0.787 0.069  0.408
H: 0.068 -2.529 -0.700  0.420
H: -0.367 -0.114 0.939  0.258
C: 2.809 0.705 0.078  0.896
N: -1.061 -0.031 -0.861  -0.561
O: 3.264 1.612 -0.425  -0.419
H: 0.728 -2.116 0.906  0.467
H: -1.674 2.916 0.448  0.410
H: -1.342 -0.463 -1.739  0.420
H: 2.858 -0.663 1.328  0.422
C: -1.652 1.237 -0.660  0.268
N: 0.089 -1.912 0.037  -0.667
H: -2.305 1.565 -1.580  0.201
N: 2.264 -0.305 0.554  -0.896
N: -1.373 1.914 0.354  -0.626

Atoms 1-6, force components in eV/Å:
1.68 3.15 1.96
0.11 -1.67 -1.95
-0.24 -1.06 -0.02
-0.82 -2.03 0.93
-1.47 -2.03 -1.87
0.58 1.61 -0.90

***

Entry 10:
The following is a DFT calculation (ωB97M-V/def2-TZVPD) of a cluster of 2 separate species, C3H7N4O in total in a non-equilibrium geometry.

Calculated values
Charge = +1
LUMO energy = -4.1943 eV
Energy relative to the best compared isomer or geometry (same formula, charge and spin) = 1.0207 eV
HOMO level = -14.908 eV
Calculated total energy = -11224.9572 eV

Each line ends with the natural charge from an NBO analysis.
Element x y z (Å)
O: 2.946 0.230 1.192  -0.458
H: -0.771 -0.113 -1.235  0.279
N: -0.832 0.566 0.583  -0.586
N: 1.444 -1.057 -0.057  -0.827
H: 0.512 2.545 -0.728  0.420
H: -1.909 -2.292 0.168  0.384
N: -1.636 -1.408 -0.223  -0.640
C: 2.335 -0.513 0.553  0.872
C: -1.495 -0.641 0.754  0.287
N: 0.170 1.773 -1.201  -0.685
H: -0.485 1.128 1.416  0.447
H: 1.375 -2.072 -0.051  0.437
C: -0.381 0.717 -0.696  0.425
H: -1.587 -0.836 1.778  0.190
H: 0.313 1.971 -2.254  0.456

Atoms 1-6, force components in eV/Å:
0.83 -0.01 -0.12
0.24 -0.35 -1.38
1.75 2.49 -0.71
-0.23 -1.58 -0.85
0.44 1.50 1.84
-0.69 -0.65 -0.39

***

Entry 11:
The following is a DFT calculation (ωB97M-V/def2-TZVPD) of the ion C3H7N4O3 with charge +1 in a non-equilibrium geometry.

Calculated values
Charge = +1
LUMO energy (alpha / beta) = -6.0302 / -6.0280 eV
SMILES = CCN(O)/[NH+]=N\[N+]([O-])=C=O
Energy relative to the best compared isomer or geometry (same formula, charge and spin) = 9.2928 eV
HOMO level (alpha / beta) = -13.589 / -13.594 eV
Calculated total energy = -15310.4979 eV

Each line ends with the natural charge from an NBO analysis.
Element x y z (Å)
C: 0.025 -1.156 0.981  -0.250
H: -0.524 1.267 1.476  0.458
N: -1.332 1.711 -1.539  0.057
O: -1.760 2.459 -2.436  -0.404
C: -1.179 0.557 -2.087  0.930
H: 2.177 -1.685 0.792  0.248
N: -0.247 -0.140 -0.059  -0.012
H: 1.777 -0.019 1.379  0.205
H: -0.512 -0.876 1.915  0.229
H: -0.300 -2.180 0.738  0.265
H: 1.501 -1.656 2.309  0.264
O: -1.461 -0.265 -2.809  -0.250
N: -1.084 2.009 -0.307  0.097
C: 1.494 -1.061 1.346  -0.667
N: -0.518 1.097 0.376  -0.175
H: 1.421 0.135 -0.890  0.505
O: 0.523 -0.200 -1.187  -0.500

Atoms 1-6, force components in eV/Å:
0.58 0.41 0.68
0.16 -0.33 -3.11
1.06 1.39 2.23
-1.17 1.99 -1.32
-0.87 -3.37 -1.78
0.11 0.26 -0.91

***

Entry 12:
The following is a DFT calculation (ωB97M-V/def2-TZVPD) of a cluster of 2 separate species, C3H7N4S in total in a non-equilibrium geometry.

Calculated values
Charge = +1
LUMO energy (alpha / beta) = -5.9084 / -5.9095 eV
Energy relative to the best compared isomer or geometry (same formula, charge and spin) = 2.7548 eV
HOMO level (alpha / beta) = -14.143 / -14.143 eV
Calculated total energy = -20009.9066 eV

Each line ends with the natural charge from an NBO analysis.
Element x y z (Å)
C: 2.835 -0.910 0.478  -0.479
H: -2.882 0.914 -0.996  0.243
C: -0.551 -0.061 -0.240  -0.024
H: 3.624 -0.461 -0.054  0.261
H: -0.847 -0.160 -1.198  0.239
H: 2.765 -1.971 0.044  0.227
N: 0.698 -0.424 -0.085  -0.037
H: 2.932 -1.187 1.442  0.263
C: -3.128 0.163 -0.266  -0.733
H: -3.457 -0.780 -0.705  0.257
N: 1.527 2.128 0.087  0.058
N: 1.741 -0.050 0.375  0.071
N: 0.438 2.065 -0.170  -0.065
H: -3.901 0.671 0.298  0.261
S: -1.792 0.063 0.990  0.457

Atoms 1-6, force components in eV/Å:
-0.15 -3.37 -3.35
0.45 0.05 -0.50
1.01 -0.37 3.90
1.43 0.82 0.24
-1.13 0.27 -3.30
-0.74 1.49 -0.09